(1)
65
Properties=species:S:1:pos:R:3:forces:R:3:mulliken_charge:R:1 method="wB97M-V/def2-TZVPD" multiplicity=2 gap_ev="5.64 / 5.64" e_lumo_ev="0.03 / 0.00" charge=0 total_energy_ha=-3093.58622 max_force_ev_per_a=4.42
Ti 0.165 0.249 0.088 1.09 -2.06 2.79 -0.14
Cl -1.995 0.624 0.556 -2.15 0.60 0.25 -0.59
Cl 0.541 -1.958 -0.333 0.16 -1.55 -1.32 -0.61
O -2.367 -2.390 -0.730 -0.56 -2.49 -1.01 -0.39
O -0.142 1.164 -1.632 -0.95 2.42 -2.16 -0.38
O 2.206 0.421 -0.357 1.73 -0.88 -2.09 -0.45
N -2.042 1.738 -2.718 0.16 -0.20 0.64 0.24
N 0.708 2.110 1.046 2.02 2.83 2.04 -0.15
N 3.996 -0.444 -1.482 0.13 0.15 0.05 0.25
C -0.989 2.053 -1.980 0.44 -1.84 0.56 0.11
C 1.406 -0.255 2.582 0.23 -0.18 0.71 -0.10
C -3.125 2.683 -2.922 -0.10 0.19 0.16 -0.94
C -5.723 -5.901 -1.842 0.39 0.18 0.11 -0.35
C -3.342 -4.440 -1.601 -0.82 0.20 0.25 0.27
C 4.525 -1.062 -2.689 -0.08 -0.10 0.05 -0.87
C 1.864 -0.246 4.007 0.45 -0.50 0.25 -1.48
C 1.829 4.038 2.322 0.69 1.16 1.04 0.43
C 2.694 -0.247 -1.325 -0.82 1.10 1.43 0.44
C 2.101 6.446 2.385 0.09 -0.13 0.16 -0.57
C -0.684 -1.674 2.727 -0.21 0.16 0.61 -0.89
C 0.274 -0.733 2.085 0.22 1.00 -1.40 1.05
C 2.968 5.070 4.197 -0.08 0.13 -0.24 -0.56
C -2.240 -3.559 -1.100 0.55 1.45 0.05 0.01
C 1.304 2.914 1.663 -2.60 -2.61 -2.45 0.36
C -3.314 -5.849 -1.530 -0.14 0.43 0.04 -0.36
C -4.510 -6.579 -1.626 -0.08 0.35 -0.21 -0.47
C -2.382 0.312 -2.836 0.03 -0.29 -0.09 -0.90
C 2.500 3.921 3.554 -0.03 0.21 -0.10 -0.30
C -5.724 -4.511 -2.043 0.17 -0.25 -0.16 -0.50
C 4.937 0.048 -0.482 0.16 -0.05 -0.06 -0.87
C 1.613 5.305 1.753 0.09 -0.06 0.09 -0.44
C -4.535 -3.793 -1.951 -0.24 -0.41 0.24 -0.25
C 2.788 6.331 3.603 -0.13 -0.32 -0.05 -0.33
H -2.715 3.693 -2.989 -0.12 -0.08 0.01 0.37
H 1.936 7.426 1.926 0.09 -0.38 0.23 0.36
H 5.165 -0.360 -3.239 -0.15 -0.06 0.14 0.32
H 2.174 0.172 1.928 -0.39 0.34 -0.04 0.00
H 2.033 -0.702 -2.070 0.22 0.11 0.02 0.20
H 5.118 -1.953 -2.452 -0.16 0.16 0.03 0.32
H 5.599 0.801 -0.928 -0.15 -0.08 0.08 0.34
H 1.049 5.366 0.823 0.20 0.07 0.22 0.41
H 3.684 -1.350 -3.325 0.19 -0.01 0.06 0.26
H 4.373 0.487 0.345 0.14 -0.13 -0.20 0.17
H 5.560 -0.779 -0.117 -0.19 0.14 -0.06 0.32
H -0.624 -1.651 3.826 -0.09 -0.13 -0.10 0.46
H -1.723 -1.462 2.442 0.22 -0.04 0.00 0.22
H -0.906 3.072 -1.587 0.05 -0.01 -0.42 0.34
H 2.630 2.932 3.993 -0.01 0.27 -0.09 0.35
H -6.650 -3.979 -2.261 0.19 -0.23 0.06 0.35
H 1.687 0.731 4.478 0.00 -0.07 0.03 0.16
H 1.359 -1.013 4.604 0.16 0.18 0.05 0.41
H -1.238 -4.027 -1.097 0.03 0.08 0.24 0.29
H -2.769 -0.078 -1.882 0.19 0.23 -0.15 0.28
H -4.515 -7.673 -1.528 0.10 0.55 -0.02 0.35
H -0.459 -2.705 2.406 -0.03 0.34 -0.02 0.13
H -3.849 2.635 -2.093 0.22 -0.03 -0.28 0.33
H -6.669 -6.449 -1.837 0.37 0.14 -0.11 0.35
H -3.630 2.437 -3.859 0.06 0.12 0.12 0.29
H 3.174 7.226 4.099 -0.17 -0.34 -0.18 0.37
H -4.517 -2.716 -2.096 -0.05 -0.15 0.23 0.33
H -3.145 0.200 -3.605 0.11 0.05 -0.08 0.38
H -1.494 -0.271 -3.094 -0.18 0.16 0.02 0.23
H 3.470 4.986 5.169 -0.21 0.02 -0.50 0.38
H 2.949 -0.427 4.016 -0.15 -0.03 0.37 0.31
H -2.357 -6.356 -1.383 -0.31 0.11 0.18 0.36

=====

(2)
61
Properties=species:S:1:pos:R:3:forces:R:3:mulliken_charge:R:1 method="wB97M-V/def2-TZVPD" relative_energy_ev=0.0000 gap_ev=9.31 smiles="CC(C)[C@@H]1CC[C@@H](C)C[C@H]1OC(=O)Cn1cc(-c2ccc(Cl)cc2)[n+]2c1CCC2" e_lumo_ev=-2.41 charge=+1 total_energy_ha=-1653.76421 max_force_ev_per_a=1.07
Cl -6.495 2.457 -0.030 -0.11 0.08 -0.01 -0.18
O 2.576 -0.245 1.263 -0.13 0.39 0.27 -0.25
O 3.164 -2.269 0.459 0.17 -0.10 -0.11 -0.56
N -1.278 -2.012 -0.189 0.77 0.05 0.54 0.42
N 0.187 -1.914 1.411 -0.58 -0.29 -0.50 0.24
C 2.537 -1.551 1.187 -0.48 -0.60 0.48 0.73
C -1.774 -2.718 -1.349 -0.52 -0.43 -0.67 -0.45
C 3.482 2.004 -1.611 -0.19 0.20 0.24 -1.04
C -0.567 -3.588 -1.758 -0.02 0.06 -0.01 -0.69
C 1.693 0.152 -1.510 0.00 0.10 -0.06 2.86
C 2.559 1.162 -0.726 0.06 -0.48 0.08 0.26
C -2.862 -0.153 0.441 -0.38 0.18 -0.04 0.48
C 5.070 2.403 0.295 -0.22 0.26 0.19 0.78
C 4.215 3.058 -0.788 0.24 -0.30 -0.15 -1.07
C -3.604 0.236 1.558 0.13 -0.12 -0.24 -0.44
C -4.366 1.097 -0.967 -0.19 0.08 0.06 -1.02
C -4.721 1.034 1.416 -0.12 0.17 -0.11 -0.89
C -0.742 -0.929 1.626 -0.66 0.36 -0.29 -0.60
C 5.793 3.449 1.137 -0.01 -0.26 -0.18 -1.73
C -1.681 -0.984 0.627 0.37 0.30 0.68 0.34
C 1.427 -2.094 2.124 1.07 0.02 -0.08 -1.17
C 2.493 -0.738 -2.459 -0.07 0.06 0.28 -1.99
C -3.254 0.293 -0.821 0.11 -0.06 0.22 -0.02
C 0.329 -3.693 -0.504 0.28 -0.30 -0.08 -0.49
C -5.106 1.464 0.151 0.32 -0.22 0.05 0.41
C 3.427 0.492 0.350 0.28 0.53 -0.37 -0.30
C -0.160 -2.552 0.297 -0.05 -0.05 -0.17 -0.13
C 0.579 0.869 -2.274 0.15 -0.14 0.26 -1.73
C 4.178 1.528 1.178 0.07 -0.35 -0.22 -1.25
H 1.206 -0.497 -0.770 -0.01 0.04 -0.01 -1.65
H 0.993 1.524 -3.035 0.00 0.11 -0.14 0.44
H -0.016 -3.100 -2.560 -0.01 0.01 0.02 0.16
H 1.606 -3.153 2.319 -0.05 0.16 -0.01 0.36
H 2.896 2.493 -2.389 0.01 -0.06 -0.12 0.30
H 3.450 2.154 1.698 -0.05 0.06 0.07 0.28
H -2.642 -3.320 -1.061 0.06 0.10 -0.02 0.35
H -2.670 0.045 -1.693 0.07 -0.02 -0.12 0.25
H 0.171 -4.632 0.034 0.01 0.03 0.04 0.44
H 4.126 -0.215 -0.107 -0.10 0.06 0.06 0.38
H -2.078 -2.034 -2.140 0.03 -0.02 0.12 0.33
H 6.439 4.057 0.511 0.09 0.11 -0.02 0.43
H 5.078 4.104 1.629 -0.09 0.10 0.08 0.36
H 5.816 1.762 -0.187 0.00 -0.02 -0.04 0.31
H 1.392 -3.616 -0.734 -0.05 0.01 0.06 0.15
H -3.313 -0.106 2.538 -0.01 -0.06 0.13 0.48
H 1.400 -1.526 3.053 -0.11 -0.10 -0.08 0.52
H 4.218 1.359 -2.092 0.03 -0.04 -0.12 0.42
H 2.968 -0.148 -3.236 0.06 0.05 -0.15 0.46
H -0.035 1.465 -1.602 -0.10 0.10 0.04 0.40
H 3.256 -1.299 -1.926 0.13 -0.08 -0.01 0.37
H 4.781 1.017 1.931 -0.01 0.00 0.07 0.46
H 6.404 2.973 1.900 0.09 0.00 0.12 0.42
H -0.883 -4.565 -2.115 0.00 0.02 -0.02 0.42
H 4.850 3.653 -1.445 0.00 0.10 0.01 0.46
H -4.661 1.446 -1.943 -0.05 0.05 -0.09 0.43
H -0.059 0.143 -2.775 -0.12 -0.07 -0.11 0.38
H 1.870 1.838 -0.204 0.01 0.04 0.04 0.56
H -5.296 1.325 2.280 -0.08 0.04 0.07 0.43
H -0.664 -0.249 2.450 0.05 0.15 0.14 0.58
H 3.493 3.732 -0.323 -0.03 0.10 0.04 0.32
H 1.831 -1.452 -2.945 -0.05 -0.10 -0.10 0.45

=====

(3)
63
Properties=species:S:1:pos:R:3:forces:R:3:mulliken_charge:R:1 method="wB97M-V/def2-TZVPD" multiplicity=5 gap_ev="1.87 / 3.96" e_lumo_ev="4.01 / 3.99" charge=-2 total_energy_ha=-1880.31559 max_force_ev_per_a=11.84
Rh 0.837 0.440 2.936 -11.43 -0.99 -2.90 0.14
Cl -1.958 1.903 3.341 -1.25 0.20 -0.18 -0.20
O 1.806 0.387 -4.498 0.79 -0.25 0.02 -0.25
O -0.437 0.246 1.165 0.05 0.48 0.31 0.13
O 2.285 -1.374 -3.158 -0.93 1.19 -0.47 -0.60
O -1.171 0.600 -4.990 0.58 -1.37 0.16 -0.64
O -0.394 -1.463 -5.246 -0.35 -0.10 -0.08 -0.38
C -2.850 -1.584 3.558 0.42 -0.19 0.22 -0.45
C 2.453 1.376 3.617 3.30 1.20 0.77 -0.75
C 3.091 0.172 -5.104 0.10 -0.04 0.22 -0.77
C -1.325 0.940 -1.577 0.12 -1.05 0.09 0.45
C -0.519 2.977 -0.273 0.43 0.52 0.35 -1.11
C -0.747 -1.577 4.514 -0.61 -0.33 -0.16 -0.27
C -0.280 2.073 3.748 0.49 0.96 0.98 -0.76
C 2.646 0.936 2.253 2.62 0.15 -0.36 -0.63
C -2.920 2.184 -0.086 -0.49 0.10 0.43 -1.56
C -0.700 -2.397 3.337 -0.97 0.46 0.13 -0.56
C 0.083 -2.748 -4.769 -0.13 0.47 0.10 -0.44
C -0.590 -1.341 -2.151 -0.50 0.30 -0.46 -1.96
C -1.996 -2.372 2.731 0.63 0.10 0.87 -0.63
C -1.092 -0.520 -0.979 0.34 0.55 0.43 0.01
C 2.494 -0.498 2.249 3.09 -0.28 -0.74 -0.80
C -1.571 2.027 -0.617 0.23 -0.64 -0.38 0.28
C -0.569 -0.338 -4.505 -1.16 1.08 0.07 0.49
C -0.039 -0.538 0.147 -0.32 -0.02 0.41 -0.90
C 0.063 -0.300 -3.103 0.52 -0.14 -1.12 3.15
C 2.143 0.231 4.420 2.22 0.11 1.61 -0.75
C 1.502 -0.511 -3.529 1.05 -1.17 1.01 -0.57
C -2.088 -1.115 4.662 0.34 -0.72 -0.64 -1.02
C 2.198 -0.922 3.574 1.57 -1.65 0.82 -0.43
C -0.101 1.101 -2.469 0.02 -0.29 -0.16 -2.23
H 3.115 0.782 -6.008 -0.07 -0.04 0.16 0.25
H 0.783 1.318 -1.857 -0.19 0.00 -0.13 0.39
H 2.086 -1.956 3.910 -0.14 0.48 -0.20 0.51
H 0.340 2.497 0.222 -0.13 -0.02 -0.02 -0.02
H 0.073 3.030 3.328 -0.01 -0.25 0.49 0.34
H -0.174 1.937 4.834 -0.02 0.57 -0.30 0.37
H -2.239 -2.847 1.778 -0.05 0.15 0.26 0.45
H -0.209 1.852 -3.257 0.06 -0.05 0.23 0.49
H -2.224 0.865 -2.217 0.16 -0.11 -0.09 0.46
H -2.440 -0.521 5.493 -0.09 0.19 -0.07 0.42
H 0.087 -2.162 -1.870 -0.14 0.38 0.06 0.47
H 0.982 -0.274 -0.252 -0.20 -0.06 -0.22 0.07
H -0.441 -3.460 -5.413 0.25 -0.01 0.18 0.32
H -0.162 -2.936 -3.710 0.18 0.11 -0.71 0.24
H -2.872 2.539 0.948 -0.17 -0.11 -0.06 0.27
H 2.629 -1.149 1.390 -0.23 0.16 0.10 0.51
H 0.160 -2.937 2.952 -0.03 0.17 -0.03 0.45
H 3.899 0.471 -4.415 -0.33 -0.12 -0.25 0.28
H -3.488 1.247 -0.111 0.05 0.15 0.05 0.33
H 2.500 2.398 3.969 0.01 -0.03 -0.06 0.57
H -2.033 -0.896 -0.563 0.19 -0.04 0.02 0.92
H 1.977 0.221 5.491 -0.01 0.03 -0.08 0.45
H 1.168 -2.784 -4.915 -0.28 -0.21 0.05 0.15
H -0.150 3.498 -1.166 0.15 0.20 -0.01 0.23
H 3.213 -0.892 -5.347 0.01 0.33 0.03 0.30
H 0.060 -1.586 0.524 0.00 -0.12 -0.52 0.15
H -0.923 3.715 0.422 0.16 0.12 0.03 0.44
H -3.904 -1.356 3.372 0.36 -0.04 0.00 0.34
H -1.473 -1.754 -2.664 0.30 -0.16 0.00 0.55
H -3.463 2.939 -0.674 -0.33 0.09 -0.04 0.34
H 0.064 -1.361 5.224 -0.41 -0.28 -0.37 0.54
H 2.809 1.566 1.386 0.18 -0.09 0.15 0.45

=====

(4)
89
Properties=species:S:1:pos:R:3:forces:R:3:mulliken_charge:R:1 method="wB97M-V/def2-TZVPD" multiplicity=2 gap_ev="9.06 / 9.18" e_lumo_ev="0.35 / 0.13" charge=0 total_energy_ha=-4842.26729 max_force_ev_per_a=2.10
S -2.881 -0.036 4.510 0.18 -0.28 0.19 -0.31
P -1.230 -0.901 5.108 -1.44 1.14 -1.02 -0.09
P -0.653 -1.702 2.372 -0.02 -0.32 -0.03 0.58
F 3.220 3.622 -2.960 0.20 0.01 -0.30 -0.19
F -0.535 2.239 -1.132 0.27 0.12 0.33 -0.22
F 0.231 -3.746 -4.320 -0.33 0.00 0.05 -0.24
F -3.442 -0.138 -0.624 0.23 0.04 -0.29 -0.24
F 2.436 -4.302 -3.185 0.22 -0.11 -0.10 -0.31
F 4.257 -3.327 -2.506 0.21 -0.10 -0.04 -0.31
F -7.575 -1.341 0.263 -0.12 -0.12 0.14 -0.31
F -5.199 1.213 0.511 -0.16 0.05 0.21 -0.18
F -5.464 -1.560 -0.200 -0.12 -0.16 0.20 -0.25
F 1.719 3.463 -6.128 0.11 -0.14 -0.11 -0.33
F 1.514 2.165 -1.848 -0.04 -0.11 0.25 -0.26
F 1.243 4.893 -4.545 0.07 0.02 -0.13 -0.28
F 3.723 -3.068 -5.194 0.03 0.02 -0.03 -0.29
F 1.933 -1.908 -4.701 0.19 0.07 -0.10 -0.21
F -4.420 0.799 -3.867 0.10 -0.13 -0.13 -0.32
F 1.391 5.045 -1.939 -0.08 0.01 0.20 -0.24
F 0.098 -1.244 -2.987 -0.19 0.07 -0.01 -0.22
F -1.156 -2.217 -1.485 -0.26 -0.11 0.04 -0.28
F -1.760 -2.877 -4.018 0.11 -0.06 0.08 -0.26
F 1.162 4.059 0.005 0.02 0.15 0.04 -0.17
F -2.391 1.077 -2.109 -0.42 -0.24 -0.12 -0.16
F 3.870 4.476 -4.869 -0.04 -0.07 0.05 -0.29
F -5.851 -0.180 2.068 -0.01 -0.01 0.06 -0.25
F -4.973 1.811 -2.011 0.08 0.04 -0.13 -0.28
O -6.746 -0.134 -1.357 0.23 0.39 0.04 -0.41
O -0.114 3.022 -3.126 0.17 0.47 -0.11 -0.34
O 2.718 -0.793 2.043 0.62 -0.14 -0.70 -0.50
O 2.345 -2.400 -2.006 -0.33 0.27 -0.27 -0.34
O 0.330 -2.122 1.369 0.64 -0.22 -0.78 -0.56
N 2.719 -0.121 3.126 -1.35 -0.58 0.51 0.40
C 3.127 3.495 -4.301 0.26 0.04 -0.09 0.15
C 3.142 -2.296 -4.248 0.18 0.07 -0.27 0.22
C 0.342 0.625 3.562 0.54 -0.69 0.26 -3.16
C 2.229 2.180 3.915 0.19 -0.97 0.90 -2.54
C 3.646 -2.132 4.061 -0.46 0.24 0.35 -2.08
C 0.384 2.895 -1.865 -0.08 -0.27 -0.14 0.78
C -6.473 -0.673 -0.136 -0.02 -0.16 -0.25 0.80
C 3.006 -3.103 -2.959 -0.12 -0.10 0.30 0.72
C -3.331 0.116 -1.949 0.47 -0.08 -0.09 0.27
C -0.144 -2.425 -2.374 0.61 0.25 -0.06 1.17
C 1.660 1.465 1.663 0.06 -0.07 0.83 -2.60
C -5.858 -0.332 -2.438 -0.22 -0.32 -0.52 -0.85
C 0.074 -0.857 3.815 -0.34 -0.58 1.09 2.19
C 1.260 -1.695 4.374 -0.68 0.98 -0.65 -2.94
C 1.078 -2.831 -1.541 -0.02 -0.02 0.62 -0.48
C 2.623 -1.022 4.278 1.18 -0.91 0.78 2.45
C 0.658 2.628 -4.239 -0.22 -0.53 -0.36 -0.44
C -0.687 -3.432 -3.385 -0.27 -0.08 -0.13 -0.02
C -6.205 0.412 0.907 -0.01 0.15 0.26 0.17
C 2.967 -0.352 5.606 -0.51 0.44 -0.74 -2.12
C 1.758 0.996 3.113 -0.01 0.86 -1.40 2.43
C 1.681 3.639 -4.777 -0.41 0.24 0.33 0.72
C 0.585 4.258 -1.203 -0.06 0.22 0.14 0.02
C -4.650 0.610 -2.539 -0.40 0.23 0.41 0.97
H 3.267 2.369 3.772 0.79 0.37 -0.36 0.44
H -6.460 -0.121 -3.318 -0.01 0.11 -0.04 0.43
H 0.088 1.188 4.436 -0.11 0.41 0.71 0.61
H -2.992 -0.788 -2.461 -0.06 -0.01 0.02 -0.08
H 0.938 -2.319 -0.591 0.07 0.03 0.04 0.02
H 1.087 -1.909 5.407 -0.10 -0.25 0.87 0.64
H 2.084 1.979 4.954 0.02 0.02 0.88 0.58
H -0.071 2.507 -5.036 -0.03 0.08 -0.07 0.44
H -1.681 -0.896 1.876 -0.12 0.14 0.22 -0.03
H -1.016 -4.343 -2.878 0.01 0.01 -0.02 0.35
H 1.106 1.648 -4.083 0.19 0.04 0.04 0.16
H 1.631 3.023 3.698 -0.50 1.01 -0.40 0.52
H 3.528 0.533 5.444 0.54 0.89 -0.07 0.44
H 2.611 1.463 1.202 0.94 -0.19 -0.65 0.62
H -7.104 1.013 1.060 -0.01 -0.03 -0.01 0.23
H -1.449 -2.242 5.456 0.53 -0.05 0.29 0.15
H -0.669 -0.194 6.185 0.39 -0.53 0.21 0.10
H 1.259 -2.634 3.875 0.17 -0.83 -0.55 0.51
H 3.264 -2.871 3.410 -0.22 -0.70 -0.95 0.39
H -0.376 4.758 -1.073 -0.02 -0.06 0.02 0.27
H 4.544 -1.739 3.658 0.98 0.36 -0.33 0.46
H -5.558 -1.376 -2.516 0.21 0.01 0.08 0.38
H 1.354 2.476 1.700 -0.63 1.06 -0.12 0.69
H 3.573 -0.978 6.205 0.50 -0.83 0.65 0.50
H 3.758 -1.412 -4.070 0.02 -0.02 0.03 0.23
H 1.081 -3.895 -1.316 -0.11 -0.08 -0.16 0.39
H 2.086 -0.119 6.165 -0.57 0.43 0.44 0.40
H 0.947 0.905 1.106 -0.30 -0.60 -0.66 0.37
H 3.535 2.527 -4.604 -0.02 0.01 0.03 0.27
H 3.846 -2.610 4.996 0.21 -0.34 0.66 0.52
H -1.272 -2.839 2.931 -0.34 0.19 0.28 0.07
H -0.326 0.958 2.811 -0.80 0.45 -0.65 0.73